1.
94
Properties=species:S:1:pos:R:3 method="wB97M-V/def2-TZVPD" homo_energy_ev=-8.32 smiles="NC(N)=O.NC(N)=O.CCO.CCO.CCO.CCO.CCO.CCO.CO.CO.CO.CO" de_lowest_kcal_mol=117.9 e_lumo_ev=0.2 e_tot_ha=-1843.4796 total_charge=0
N -2.996 -1.112 -1.668
C -2.697 -0.334 -2.695
N -1.672 -0.519 -3.411
O -3.590 0.613 -3.145
H -4.011 -1.060 -1.316
H -2.496 -1.962 -1.291
H -1.373 -0.078 -4.318
H -0.844 -1.006 -3.044
N 1.098 -0.488 0.650
C 0.034 -0.597 -0.124
N -1.160 -0.437 0.322
O 0.203 -0.951 -1.427
H 2.032 -0.656 0.343
H 0.982 -0.074 1.616
H -1.886 -0.609 -0.428
H -1.329 -0.293 1.288
C 5.520 0.285 2.653
C 4.121 0.519 3.128
O 3.408 1.039 2.024
H 5.946 1.133 2.230
H 5.503 -0.442 1.861
H 6.294 -0.102 3.353
H 4.050 1.251 3.893
H 3.919 -0.500 3.448
H 3.773 0.691 1.241
C 0.402 2.987 1.314
C 1.147 4.076 0.527
O 0.194 4.793 -0.293
H -0.096 2.269 0.646
H -0.394 3.385 1.871
H 1.158 2.531 2.032
H 1.857 3.583 -0.088
H 1.631 4.886 1.094
H 0.766 5.025 -1.059
C 0.473 -0.101 4.351
C -0.923 0.369 4.097
O -1.490 -0.275 2.988
H 0.566 -1.186 4.355
H 1.019 0.345 5.278
H 1.129 0.064 3.481
H -0.810 1.504 4.152
H -1.503 -0.006 4.921
H -1.690 -1.190 3.185
C 0.920 1.980 -2.610
C -0.392 2.721 -3.182
O -0.286 2.747 -4.652
H 1.787 2.669 -2.578
H 1.152 1.013 -3.071
H 0.680 1.668 -1.593
H -0.605 3.699 -2.797
H -1.268 2.102 -2.916
H -1.134 2.532 -4.984
C -5.185 0.282 3.269
C -4.542 0.369 1.956
O -5.589 0.685 1.065
H -5.750 -0.623 3.386
H -5.760 1.070 3.635
H -4.489 0.151 4.134
H -4.026 -0.555 1.573
H -3.801 1.206 2.070
H -5.850 1.630 1.177
C 3.451 0.180 -1.838
C 3.424 -1.261 -1.479
O 3.720 -1.209 -0.119
H 4.460 0.520 -1.765
H 2.769 0.782 -1.269
H 3.100 0.262 -2.901
H 4.240 -1.750 -1.999
H 2.596 -1.760 -1.713
H 4.525 -1.574 0.077
C 2.096 -2.578 -4.193
O 0.890 -2.708 -3.491
H 2.237 -1.556 -4.581
H 1.915 -3.299 -4.976
H 3.021 -2.877 -3.749
H 0.955 -2.264 -2.621
C -3.118 2.507 -0.376
O -3.588 3.368 -1.431
H -2.144 2.067 -0.615
H -3.894 1.720 -0.427
H -3.122 2.974 0.576
H -4.511 3.180 -1.476
C -2.220 -4.737 -1.126
O -1.481 -3.549 -0.699
H -1.918 -5.252 -2.011
H -3.183 -4.383 -1.266
H -2.344 -5.410 -0.280
H -0.640 -3.876 -0.348
C 1.226 -3.692 0.523
O 0.485 -2.954 1.566
H 0.965 -3.323 -0.445
H 1.139 -4.760 0.687
H 2.302 -3.475 0.589
H 0.521 -2.031 1.253

---

2.
94
Properties=species:S:1:pos:R:3 method="wB97M-V/def2-TZVPD" homo_energy_ev=-9.00 smiles=COC[C@H](C)N.COC[C@H](C)N.CO.CO.CO.CO.CO.CO.CO.CO.CO.CO de_lowest_kcal_mol=116.1 e_lumo_ev=0.2 e_tot_ha=-1735.1151 total_charge=0
C -4.790 -0.879 0.064
O -3.834 -0.087 -0.701
C -3.774 -0.208 -2.147
C -3.293 -1.615 -2.653
C -1.946 -2.051 -2.157
N -3.261 -1.616 -4.113
H -4.291 -1.847 0.018
H -5.822 -1.048 -0.241
H -4.880 -0.600 1.114
H -4.720 0.115 -2.583
H -3.119 0.611 -2.444
H -4.090 -2.328 -2.442
H -1.140 -1.390 -2.476
H -1.690 -2.968 -2.688
H -1.878 -2.276 -1.093
H -3.254 -2.586 -4.394
H -4.121 -1.308 -4.544
C 7.192 -3.778 0.639
O 5.915 -3.115 0.454
C 5.455 -2.531 1.674
C 3.928 -2.074 1.688
C 3.473 -1.032 0.644
N 3.547 -1.572 2.997
H 7.046 -4.681 1.230
H 8.009 -3.118 0.930
H 7.385 -4.071 -0.393
H 5.640 -3.158 2.547
H 6.078 -1.653 1.840
H 3.335 -2.971 1.510
H 2.402 -0.869 0.759
H 3.606 -1.306 -0.403
H 3.896 -0.032 0.744
H 4.041 -1.976 3.780
H 3.739 -0.585 3.089
C -0.334 4.114 0.486
O -0.701 5.086 -0.436
H 0.418 3.441 0.073
H 0.028 4.538 1.422
H -1.215 3.518 0.725
H -0.740 4.576 -1.248
C -0.253 2.410 4.026
O 0.670 3.404 3.817
H -0.987 2.509 3.226
H 0.168 1.408 3.938
H -0.809 2.479 4.961
H 1.167 3.324 2.999
C 1.992 -1.435 -2.833
O 2.098 -2.682 -2.067
H 2.031 -1.612 -3.908
H 1.069 -0.879 -2.668
H 2.741 -0.672 -2.623
H 3.010 -2.963 -2.170
C 2.787 2.180 -1.734
O 2.517 2.316 -3.087
H 3.720 1.642 -1.564
H 2.964 3.152 -1.273
H 2.017 1.635 -1.188
H 3.294 2.099 -3.608
C 0.284 -3.723 0.753
O 1.215 -4.403 -0.108
H 0.489 -2.652 0.755
H -0.723 -4.034 0.474
H 0.357 -4.053 1.789
H 1.584 -3.682 -0.624
C -3.848 2.433 2.388
O -4.985 3.149 2.004
H -3.702 1.555 1.758
H -3.009 3.099 2.187
H -3.973 2.090 3.415
H -4.865 3.361 1.075
C -0.632 2.080 -3.039
O -0.077 3.346 -3.014
H -0.190 1.477 -3.832
H -0.536 1.585 -2.073
H -1.667 2.145 -3.375
H 0.862 3.147 -3.019
C -0.466 -0.038 0.455
O -1.524 0.917 0.222
H -0.939 -0.894 0.936
H -0.077 -0.347 -0.516
H 0.268 0.393 1.136
H -2.275 0.566 -0.263
C -3.831 3.260 -1.416
O -4.790 3.855 -0.621
H -3.199 2.588 -0.836
H -4.321 2.658 -2.180
H -3.257 4.096 -1.815
H -5.222 4.478 -1.211
C -0.220 -1.997 3.983
O 0.710 -1.405 3.141
H -1.190 -1.546 3.772
H -0.279 -3.068 3.789
H 0.005 -1.716 5.012
H 1.590 -1.708 3.379